An isolated ion of composition C5H6NO3 and charge -1 in a non-equilibrium geometry, computed with ωB97M-V/def2-TZVPD.

## Properties
Net charge: -1
Electronic energy, hartree: -474.63477
Energy above the lowest of the compared OMol25 structures with the same formula, charge and spin, kJ/mol: 28.8

Positions of all 15 atoms, in Å:
C -1.804 -0.130 0.502
C -0.479 -0.370 -0.159
O -0.429 -0.118 -1.525
C 0.229 -1.633 0.110
N 0.731 -2.678 0.194
C 0.525 0.958 0.358
C 1.934 0.474 -0.231
O 2.673 0.017 0.617
O 2.115 0.690 -1.455
H -2.601 -0.688 -0.030
H -1.824 -0.574 1.532
H -1.988 0.992 0.432
H 0.455 0.284 -1.699
H 0.145 1.790 -0.156
H 0.319 0.986 1.508


A 2-piece molecular cluster, C5H6NO5 overall in a non-equilibrium geometry, computed with ωB97M-V/def2-TZVPD.

## Properties
Net charge: -1
Electronic energy, hartree: -625.04271
Energy above the lowest of the compared OMol25 structures with the same formula, charge and spin, kJ/mol: 317.8

Positions of all 17 atoms, in Å:
C 0.269 0.466 1.918
C -0.890 -1.063 -3.399
C 0.461 -0.965 2.376
C -0.198 1.753 -0.254
C 0.098 0.478 0.346
N 0.370 -0.467 -0.542
O -1.477 -1.963 -2.952
O 0.032 1.419 2.616
O -0.419 -0.329 -4.174
O 0.564 -1.654 -0.279
O 0.362 -0.228 -1.815
H 1.083 -1.524 1.548
H 0.953 -0.813 3.393
H -0.413 -1.584 2.485
H 0.312 1.842 -1.244
H 0.187 2.703 0.335
H -1.295 1.929 -0.358


A 2-piece molecular cluster, C5H6NO6S overall in a non-equilibrium geometry, computed with ωB97M-V/def2-TZVPD.

## Properties
Net charge: -1
Electronic energy, hartree: -1098.57136
Energy above the lowest of the compared OMol25 structures with the same formula, charge and spin, kJ/mol: 26.5

Positions of all 19 atoms, in Å:
C 0.425 1.082 -0.191
C 3.485 0.786 0.723
C -0.085 -1.371 -0.550
C -0.616 -0.172 0.115
C 0.038 -1.449 -1.884
N -0.680 -0.140 1.525
O -0.073 2.206 0.167
O 4.111 1.081 -0.178
O 1.427 0.822 -0.820
O 2.893 0.415 1.639
O -2.525 1.765 0.169
O -3.186 -0.704 0.376
S -2.379 0.324 -0.460
H 0.140 -2.244 -0.011
H -0.573 -0.753 -2.397
H 0.452 -2.324 -2.218
H -1.477 2.037 0.373
H 0.162 -0.667 1.876
H -1.539 -0.695 1.744


A 3-piece molecular cluster, C5H6NO7 overall in a non-equilibrium geometry, computed with ωB97M-V/def2-TZVPD.

## Properties
Net charge: -1
Electronic energy, hartree: -775.54295

Positions of all 19 atoms, in Å:
C 0.348 -0.871 -2.022
C 0.580 -1.910 0.432
C -2.839 -0.392 3.155
C 0.622 0.588 -1.702
C 1.220 -1.759 -1.258
N 1.555 -1.658 1.196
O -3.651 -1.180 2.974
O -0.596 -1.230 -2.705
O -0.630 -2.164 0.522
O -2.096 0.388 3.573
O -2.161 -0.166 0.997
O 2.250 -2.310 -1.547
O -1.250 0.914 0.996
H 0.120 0.838 -0.769
H 0.216 1.210 -2.495
H 1.690 0.759 -1.582
H -1.052 1.055 1.937
H 1.314 -1.704 2.187
H -1.588 -0.988 0.735


no.,orbital gap (eV)
1,8.24
2,7.81
3,8.25
4,7.52